# 1
C3H8ClN2 | wB97M-V/def2-TZVPD

Properties
Frontier orbital gap = 11.556 eV
Energy relative to the best compared isomer or geometry (same formula, charge and spin) = 50.5 kJ/mol
SMILES string = C[C@@H](Cl)/[NH+]=C/N
Charge = +1

XYZ file:
```
14
Properties=species:S:1:pos:R:3:mulliken_charge:R:1
C 1.641 1.379 0.058 -1.262
C 1.185 -0.001 -0.237 0.345
Cl 2.355 -1.174 0.324 -0.105
N -0.291 -0.287 0.411 -0.190
C -1.257 -0.856 -0.239 0.281
N -2.524 -0.974 0.098 -0.267
H 1.533 1.648 1.088 0.361
H 2.758 1.276 0.036 0.382
H 1.247 2.231 -0.572 0.315
H 1.109 -0.119 -1.357 0.234
H -0.622 -0.068 1.369 0.244
H -1.023 -1.057 -1.328 0.253
H -3.177 -1.229 -0.572 0.232
H -2.934 -0.768 0.921 0.178
```

---

# 2
C3H8ClNO | wB97M-V/def2-TZVPD

Properties
Frontier orbital gap = 10.317 eV
Energy relative to the best compared isomer or geometry (same formula, charge and spin) = 142.2 kJ/mol
SMILES string = NC[C@@H](O)CCl
Charge = 0

XYZ file:
```
14
Properties=species:S:1:pos:R:3:mulliken_charge:R:1
N -1.629 1.275 0.578 -0.710
C -0.562 0.289 0.857 -0.498
C 0.481 0.085 -0.310 -0.078
O 1.646 0.727 0.205 -0.545
C 0.685 -1.366 -0.805 -0.628
Cl -0.586 -1.630 -2.127 -0.215
H -1.975 0.968 -0.272 0.275
H -1.230 2.177 0.360 0.249
H 0.012 0.433 1.808 0.412
H -1.054 -0.665 1.008 0.315
H 0.321 0.781 -1.112 0.407
H 1.735 0.369 1.111 0.335
H 1.660 -1.432 -1.323 0.337
H 0.497 -2.011 0.024 0.343
```

---

# 3
C3H8CoO2 | wB97M-V/def2-TZVPD

Properties
Frontier orbital gap (spin up / spin down) = 4.855 / 6.282 eV
Spin multiplicity = 5
Charge = -1

XYZ file:
```
14
Properties=species:S:1:pos:R:3:mulliken_charge:R:1
C -0.377 1.620 0.063 -1.606
C -0.670 0.245 -0.481 -0.003
O -0.200 -0.756 0.440 -0.166
C 0.036 -2.017 -0.151 -0.815
Co 1.089 0.189 1.756 0.076
H 1.091 1.859 -0.102 0.394
H -1.266 2.205 -0.226 0.285
H -0.188 0.073 -1.459 0.301
H -1.750 0.067 -0.618 0.276
H 0.424 -2.673 0.637 0.235
H -0.900 -2.405 -0.580 0.258
H 0.787 -1.959 -0.955 0.304
O 2.182 1.254 0.754 -1.000
H -0.260 2.296 0.922 0.459
```

---

# 4
C3H8CrO2 | wB97M-V/def2-TZVPD

Properties
Frontier orbital gap (spin up / spin down) = 7.888 / 9.358 eV
Spin multiplicity = 4
Energy relative to the best compared isomer or geometry (same formula, charge and spin) = 0.0 kJ/mol
Charge = +1

XYZ file:
```
14
Properties=species:S:1:pos:R:3:mulliken_charge:R:1
C 0.500 1.671 0.378 -1.151
C -0.776 0.908 0.088 0.050
O -0.441 -0.510 0.055 -0.321
C -1.364 -1.340 -0.601 -0.706
Cr 1.758 0.001 0.326 1.285
H 0.706 2.406 -0.415 0.339
H 0.458 2.157 1.364 0.318
H -1.219 1.169 -0.888 0.400
H -1.545 1.007 0.872 0.329
H -1.238 -2.371 -0.241 0.260
H -2.393 -0.993 -0.413 0.280
O 3.156 -1.154 0.219 -0.750
H 3.567 -1.631 0.939 0.343
H -1.168 -1.320 -1.682 0.324
```

---

# 5
C3H8F2Si | wB97M-V/def2-TZVPD

Properties
Frontier orbital gap = 10.619 eV
Energy relative to the best compared isomer or geometry (same formula, charge and spin) = 116.1 kJ/mol
SMILES string = CC(C)[SiH](F)F
Charge = 0

XYZ file:
```
14
Properties=species:S:1:pos:R:3:mulliken_charge:R:1
C -0.123 -1.243 -0.839 -0.975
C 0.213 -0.280 0.426 -0.236
C -0.676 1.003 0.333 -1.131
Si 2.494 0.222 0.400 0.716
F 2.695 0.878 -1.041 -0.250
F 3.304 -1.145 0.263 -0.253
H 0.510 -2.241 -0.884 0.267
H -1.211 -1.374 -0.732 0.359
H -0.026 -0.538 -1.779 0.255
H 0.084 -0.728 1.392 0.417
H -0.293 1.452 -0.696 0.262
H -0.414 1.700 1.058 0.353
H -1.767 0.813 0.251 0.329
H 3.120 0.999 1.464 -0.110
```

---

# 6
C3H8FN | wB97M-V/def2-TZVPD

Properties
Frontier orbital gap = 10.633 eV
Energy relative to the best compared isomer or geometry (same formula, charge and spin) = 93.6 kJ/mol
SMILES string = CNCCF
Charge = 0

XYZ file:
```
13
Properties=species:S:1:pos:R:3:mulliken_charge:R:1
C 1.794 -0.456 0.069 -0.830
N 0.557 -0.125 -0.666 -0.428
C -0.383 0.529 0.183 -0.521
C -1.772 0.305 -0.240 -0.423
F -2.114 -0.985 0.091 -0.284
H 2.461 -1.095 -0.548 0.301
H 2.445 0.447 0.244 0.292
H 1.664 -0.862 1.102 0.310
H -0.020 -0.978 -0.704 0.311
H -0.201 0.197 1.204 0.327
H -0.091 1.606 0.370 0.377
H -1.797 0.528 -1.357 0.247
H -2.542 0.890 0.251 0.321
```

---

# 7
C3H8FN2 | wB97M-V/def2-TZVPD

Properties
Frontier orbital gap = 9.158 eV
Energy relative to the best compared isomer or geometry (same formula, charge and spin) = 472.0 kJ/mol
Charge = +1

XYZ file:
```
14
Properties=species:S:1:pos:R:3:mulliken_charge:R:1
C -1.552 0.853 1.241 -0.575
C -1.515 0.832 -0.052 -0.078
C 0.923 -0.304 0.293 -0.300
N 0.702 -1.573 0.452 -0.102
N 1.369 0.180 -1.040 -0.266
F -1.604 -0.293 -0.748 -0.225
H -1.267 1.786 1.879 0.218
H -2.075 0.137 1.707 0.354
H -1.104 1.618 -0.751 0.346
H 0.795 -2.313 -0.298 0.227
H 0.580 -1.864 1.358 0.290
H 1.099 1.091 -1.339 0.351
H 1.187 -0.496 -1.732 0.326
H 2.461 0.345 -0.972 0.433
```

---

# 8
C3H8FN3 | wB97M-V/def2-TZVPD

Properties
Frontier orbital gap = 9.659 eV
Energy relative to the best compared isomer or geometry (same formula, charge and spin) = 244.6 kJ/mol
SMILES string = [H]/N=C\NNCCF
Charge = 0

XYZ file:
```
15
Properties=species:S:1:pos:R:3:mulliken_charge:R:1
H -1.640 0.672 1.349 0.308
N -2.072 -0.068 0.902 -0.721
C -1.577 -0.317 -0.252 -0.042
N -0.467 0.260 -0.932 -0.296
N 0.130 1.315 -0.199 -0.297
C 1.487 0.879 0.193 -0.438
C 1.272 -0.585 0.734 -0.234
F 0.794 -1.432 -0.411 -0.337
H -2.084 -0.856 -0.989 0.446
H 0.016 -0.249 -1.524 0.318
H -0.030 2.130 -0.684 0.171
H 1.803 1.520 1.083 0.314
H 2.138 0.810 -0.698 0.283
H 2.051 -1.180 1.264 0.330
H 0.367 -0.362 1.447 0.195
```

---

# 9
C3H8FNO | wB97M-V/def2-TZVPD

Properties
Frontier orbital gap = 10.343 eV
Energy relative to the best compared isomer or geometry (same formula, charge and spin) = 132.5 kJ/mol
SMILES string = N[C@@H](CO)CF
Charge = 0

XYZ file:
```
14
Properties=species:S:1:pos:R:3:mulliken_charge:R:1
N -0.399 -1.473 -0.665 -0.760
C -0.558 -0.162 0.058 0.258
C 0.707 0.189 0.762 -0.670
O 1.117 -0.991 1.401 -0.526
C -0.893 1.022 -0.841 -0.470
F -0.063 1.141 -1.867 -0.287
H 0.226 -1.960 -0.085 0.334
H 0.264 -1.302 -1.493 0.285
H -1.379 -0.296 0.833 0.265
H 0.364 0.977 1.385 0.338
H 1.476 0.558 0.080 0.349
H 1.882 -0.699 1.886 0.322
H -0.814 1.981 -0.250 0.255
H -1.929 1.017 -1.205 0.309
```

---

| no. | E (eV) |
| --- | --- |
| 1 | -18736.21500 |
| 2 | -19299.88486 |
| 3 | -44956.49452 |
| 4 | -35747.31223 |
| 5 | -16555.17772 |
| 6 | -7447.21451 |
| 7 | -8927.44397 |
| 8 | -10425.03491 |
| 9 | -9494.85032 |